38
Properties=species:S:1:pos:R:3:forces:R:3:lowdin_charge:R:1 method="wB97M-V/def2-TZVPD" homo_lumo_gap_ev=3.4 charge=-1
C 2.4255 2.4516 -1.7406 -0.600 0.506 0.001 -0.281
C 1.3125 3.2317 -2.2164 -0.228 -0.768 0.027 -0.160
C 0.4881 2.3962 -3.0223 0.977 -0.141 0.470 -0.099
H 1.0747 4.2731 -2.0512 0.307 -0.050 0.275 0.102
C 1.0531 1.0995 -3.0208 0.411 0.489 0.340 -0.114
C 2.2728 1.1332 -2.2617 -1.133 -0.261 0.113 -0.219
H 2.8286 0.2455 -1.9965 0.364 0.034 -0.162 0.098
H 3.0827 2.7765 -0.9378 0.481 0.089 -0.438 0.095
H -0.3536 2.7036 -3.6373 0.005 -0.112 0.600 0.102
H 0.6106 0.2816 -3.5808 0.283 -0.085 0.403 0.115
Sc 0.8920 1.4941 -0.3017 -2.882 -0.663 -1.865 0.875
Cl 0.1075 3.0039 1.2730 0.464 -0.103 0.123 -0.018
C -3.2145 1.0539 -0.5933 0.408 0.024 -0.664 -0.235
C -3.0379 0.3869 -1.8399 0.498 0.700 -0.381 -0.219
C -2.8772 1.3934 -2.8593 0.223 -0.142 0.629 -0.241
H -2.8514 -0.6918 -1.9782 -0.312 0.644 0.078 0.062
C -2.9837 2.6754 -2.2316 0.446 -0.568 0.359 -0.238
C -3.1854 2.4531 -0.8237 0.569 -0.007 -0.875 -0.230
H -3.1376 3.2299 -0.0609 -0.280 -0.175 -0.139 0.049
H -3.1925 0.5706 0.3818 -0.271 0.086 -0.150 0.057
H -2.5186 1.2067 -3.8957 -0.602 0.126 0.728 0.059
H -2.7465 3.6472 -2.7086 -0.418 -0.636 0.326 0.056
O 0.5329 -2.2068 -1.1243 0.321 -0.267 -0.140 0.097
C 0.3347 -1.5585 -0.1288 -1.371 1.848 -0.478 -0.548
O -0.1254 -0.2864 -0.1243 2.127 -0.457 0.243 -0.194
C 0.5283 -2.1234 1.2379 0.917 0.004 1.275 -0.101
C 0.2809 -1.3220 2.3763 -0.192 -0.208 -0.247 0.004
C 0.5494 -1.7922 3.6467 0.501 -1.045 0.287 0.025
C 1.1381 -3.0699 3.7716 -0.427 0.425 -2.003 -0.165
C 1.4318 -3.8794 2.6528 -0.189 0.387 0.333 0.021
C 1.1431 -3.3851 1.3867 -0.650 0.547 0.136 0.008
N 1.4733 -3.5476 5.0572 0.998 -0.902 3.591 -0.326
O 1.2267 -2.8095 6.0400 0.324 -1.266 -1.711 0.043
O 2.0345 -4.6594 5.1936 -1.081 1.883 -0.572 0.043
H -0.1399 -0.3201 2.2961 -0.012 -0.349 -0.307 0.112
H 0.3278 -1.2232 4.5511 0.141 -0.145 -0.420 0.124
H 1.8655 -4.8739 2.7827 -0.108 0.493 0.072 0.120
H 1.3496 -3.9584 0.4883 -0.009 0.066 0.144 0.121